{
  "formula": "C64H74ClN2O6PS3",
  "method": "ωB97M-V/def2-TZVPD",
  "species": ["C", "C", "S", "C", "C", "C", "C", "C", "C", "C", "C", "C", "C", "S", "C", "N", "N", "C", "O", "C", "O", "C", "P", "O", "C", "C", "C", "C", "C", "S", "O", "O", "Cl", "C", "O", "H", "H", "H", "H", "H", "H", "H", "H", "H", "H", "H", "H", "H", "H", "H", "H", "H", "H", "H", "H", "H", "H", "H", "H", "H", "H", "H", "H", "H", "H", "H", "H", "C", "C", "C", "C", "C", "C", "H", "H", "H", "H", "H", "H", "C", "C", "C", "C", "C", "C", "H", "H", "H", "H", "H", "H", "C", "C", "C", "C", "C", "C", "H", "H", "H", "H", "H", "H", "C", "C", "C", "C", "C", "C", "H", "H", "H", "H", "H", "H", "C", "C", "C", "C", "C", "C", "H", "H", "H", "H", "H", "H", "C", "C", "C", "C", "C", "C", "H", "H", "H", "H", "H", "H", "C", "C", "C", "C", "C", "C", "H", "H", "H", "H", "H", "H"],
  "coordinates": [[4.79, -0.86, 5.50], [4.56, -1.20, 4.01], [2.76, -1.31, 3.74], [2.56, -1.10, 1.95], [2.05, 0.26, 1.56], [1.13, 0.47, 0.62], [0.40, -0.56, -0.19], [-1.04, -0.67, 0.37], [-1.14, -1.35, 1.74], [-2.07, -0.60, 2.71], [-1.43, 0.73, 3.13], [-2.39, 1.90, 3.43], [-3.51, 2.10, 2.41], [-5.12, 1.36, 2.86], [-5.17, 1.61, 4.59], [-5.18, 0.76, 5.51], [-5.18, 1.49, 6.70], [-5.17, 2.70, 6.39], [-5.16, 2.88, 5.05], [0.72, 1.88, 0.32], [0.23, 2.16, -0.76], [0.86, 2.91, 1.38], [-0.25, 4.35, 1.23], [-0.74, 4.88, 2.52], [1.76, 2.71, 2.33], [1.99, 3.67, 3.47], [2.63, 4.97, 2.96], [4.17, 4.86, 2.84], [4.66, 4.77, 1.39], [4.17, 6.15, 0.33], [5.22, 6.47, -0.57], [2.95, 5.77, -0.31], [3.71, 7.73, 1.55], [2.60, 1.46, 2.25], [3.70, 1.47, 2.78], [3.85, -0.58, 5.95], [5.19, -1.73, 5.99], [5.45, 0.00, 5.60], [4.93, -0.43, 3.35], [5.05, -2.13, 3.74], [3.52, -1.26, 1.46], [1.90, -1.89, 1.60], [0.91, -1.52, -0.22], [0.39, -0.17, -1.21], [-1.64, -1.17, -0.38], [-1.41, 0.36, 0.42], [-0.17, -1.44, 2.22], [-1.56, -2.34, 1.58], [-2.18, -1.22, 3.60], [-3.06, -0.51, 2.25], [-0.69, 1.09, 2.42], [-0.90, 0.53, 4.05], [-2.74, 1.81, 4.45], [-1.78, 2.81, 3.40], [-3.69, 3.15, 2.22], [-3.25, 1.63, 1.46], [-5.14, 3.52, 7.07], [0.44, 5.35, 0.51], [-1.35, 3.90, 0.47], [2.64, 3.22, 4.22], [1.05, 3.88, 3.97], [2.32, 5.78, 3.61], [2.24, 5.20, 1.97], [4.51, 3.97, 3.35], [4.60, 5.75, 3.30], [4.35, 3.87, 0.88], [5.74, 4.78, 1.41], [-1.12, -4.59, -2.61], [-1.34, -5.87, -2.12], [-0.44, -6.43, -1.22], [0.67, -5.70, -0.81], [0.88, -4.42, -1.30], [-0.01, -3.87, -2.20], [-1.82, -4.16, -3.32], [-2.21, -6.44, -2.43], [-0.60, -7.43, -0.84], [1.37, -6.13, -0.10], [1.75, -3.85, -0.97], [0.15, -2.87, -2.59], [-3.44, 7.50, -2.69], [-3.04, 6.17, -2.85], [-1.71, 5.83, -2.64], [-0.79, 6.80, -2.27], [-1.19, 8.11, -2.11], [-2.51, 8.47, -2.33], [-4.47, 7.77, -2.85], [-3.76, 5.42, -3.13], [-1.39, 4.80, -2.77], [0.25, 6.52, -2.11], [-0.47, 8.87, -1.82], [-2.83, 9.49, -2.21], [-6.73, -3.16, -5.19], [-6.96, -4.43, -4.69], [-6.06, -5.00, -3.79], [-4.95, -4.28, -3.38], [-4.72, -3.00, -3.87], [-5.61, -2.44, -4.78], [-7.42, -2.72, -5.89], [-7.83, -4.99, -5.01], [-6.24, -6.00, -3.41], [-4.26, -4.72, -2.67], [-3.85, -2.45, -3.55], [-5.43, -1.45, -5.17], [1.63, -8.38, -3.92], [2.06, -7.12, -3.53], [3.42, -6.87, -3.37], [4.34, -7.87, -3.61], [3.92, -9.13, -4.00], [2.56, -9.39, -4.16], [0.58, -8.58, -4.05], [1.34, -6.34, -3.35], [3.75, -5.89, -3.06], [5.40, -7.67, -3.48], [4.64, -9.92, -4.19], [2.23, -10.37, -4.46], [-5.08, 6.92, 6.11], [-4.55, 8.17, 6.39], [-3.39, 8.59, 5.74], [-2.78, 7.77, 4.81], [-3.31, 6.52, 4.53], [-4.46, 6.09, 5.18], [-5.98, 6.59, 6.62], [-5.03, 8.82, 7.11], [-2.98, 9.57, 5.96], [-1.88, 8.10, 4.30], [-2.83, 5.87, 3.80], [-4.87, 5.12, 4.96], [-4.66, 2.51, -5.83], [-4.82, 1.26, -5.25], [-3.90, 0.81, -4.31], [-2.84, 1.61, -3.94], [-2.68, 2.87, -4.52], [-3.59, 3.31, -5.46], [-5.37, 2.86, -6.57], [-5.66, 0.63, -5.54], [-4.03, -0.17, -3.86], [-2.12, 1.26, -3.20], [-1.85, 3.49, -4.22], [-3.46, 4.29, -5.91], [7.88, -9.73, -2.70], [8.31, -8.47, -2.31], [9.66, -8.21, -2.15], [10.59, -9.22, -2.39], [10.16, -10.48, -2.78], [8.81, -10.73, -2.94], [6.82, -9.93, -2.83], [7.58, -7.68, -2.13], [10.00, -7.23, -1.84], [11.65, -9.02, -2.26], [10.89, -11.26, -2.97], [8.47, -11.72, -3.24]],
  "lowdin_charge": [-0.157, -0.523, 0.889, -0.406, -0.148, -0.107, -0.117, -0.156, -0.174, -0.185, -0.179, -0.226, -0.441, 0.983, -0.741, 0.076, 0.065, -0.197, 0.006, -0.346, 0.086, -0.194, 0.790, -0.431, -0.105, -0.120, -0.204, -0.227, -0.245, 0.347, -0.315, -0.370, 0.443, -0.271, 0.093, 0.045, 0.067, 0.069, 0.049, 0.067, 0.104, 0.056, 0.094, 0.116, 0.112, 0.096, 0.094, 0.114, 0.117, 0.085, 0.075, 0.121, 0.100, 0.083, 0.068, 0.066, 0.134, 0.024, 0.036, 0.119, 0.115, 0.116, 0.044, 0.108, 0.091, 0.110, 0.107, -0.092, -0.094, -0.099, -0.104, -0.108, -0.098, 0.090, 0.100, 0.107, 0.108, 0.097, 0.100, -0.093, -0.091, -0.100, -0.097, -0.094, -0.095, 0.101, 0.096, 0.077, 0.097, 0.101, 0.100, -0.087, -0.093, -0.092, -0.094, -0.096, -0.085, 0.102, 0.101, 0.101, 0.087, 0.086, 0.068, -0.088, -0.093, -0.086, -0.094, -0.099, -0.095, 0.101, 0.080, 0.100, 0.085, 0.093, 0.100, -0.099, -0.102, -0.099, -0.090, -0.079, -0.091, 0.098, 0.098, 0.098, 0.101, 0.081, 0.074, -0.089, -0.094, -0.088, -0.080, -0.097, -0.093, 0.102, 0.089, 0.075, 0.097, 0.080, 0.105, -0.094, -0.099, -0.097, -0.098, -0.097, -0.094, 0.086, 0.093, 0.100, 0.100, 0.100, 0.101],
  "orbital_gap_ev": 7.19,
  "e_tot_ev": -137148.4194,
  "homo_energy_ha": -0.32939,
  "smiles": "CCSCC1=C(CCCCCCCSc2nnco2)C(=O)C([PH2]=O)=C(CCCCS(=O)(=O)Cl)C1=O.c1ccccc1.c1ccccc1.c1ccccc1.c1ccccc1.c1ccccc1.c1ccccc1.c1ccccc1",
  "lumo_ha": -0.0651,
  "largest_force_ev_per_a": 2.3,
  "total_charge": 0
}